Entry 1:
{
  "formula": "C3H11N2S2",
  "method": "ωB97M-V/def2-TZVPD",
  "species": ["C", "C", "C", "N", "N", "S", "S", "H", "H", "H", "H", "H", "H", "H", "H", "H", "H", "H"],
  "coordinates": [[-0.499, 1.339, -1.831], [-0.683, 1.349, -0.328], [0.140, 0.159, 0.357], [0.141, -0.014, 1.689], [-0.658, -1.398, -0.001], [2.076, -1.917, 0.787], [1.857, -0.162, -0.223], [-0.981, 0.461, -2.265], [-1.053, 2.172, -2.291], [0.579, 1.291, -2.074], [-1.696, 1.296, 0.031], [-0.106, 2.158, 0.095], [-0.609, 0.421, 2.211], [0.998, -0.378, 2.101], [-1.582, -1.210, -0.442], [-0.050, -1.996, -0.469], [-0.889, -1.775, 0.969], [3.015, -1.797, 1.684]],
  "homo_lumo_gap_ha": [0.2367, 0.2581],
  "total_charge": 1,
  "multiplicity": 3,
  "homo_ev": [-9.53, -14.09],
  "s2": 2.009
}

---

Entry 2:
{
  "formula": "C3H11N3",
  "method": "ωB97M-V/def2-TZVPD",
  "species": ["H", "N", "C", "N", "C", "C", "H", "H", "H", "H", "H", "H", "H", "N", "H", "H", "H"],
  "coordinates": [[-0.879, 1.386, 1.777], [-1.312, 1.642, 0.894], [-1.258, 0.757, -0.010], [-0.522, -0.438, -0.018], [-0.581, -1.335, -1.148], [0.092, -0.966, 1.180], [-1.724, 0.968, -0.968], [0.435, -1.533, -1.505], [-1.041, -2.286, -0.871], [-1.134, -0.885, -1.971], [1.178, -0.851, 1.090], [-0.187, -0.437, 2.090], [-0.163, -2.018, 1.305], [1.907, 1.312, -0.409], [0.858, 1.046, -0.297], [2.037, 1.631, -1.363], [2.293, 2.006, 0.222]],
  "homo_lumo_gap_ha": 0.3571,
  "smiles": "[H]/N=C\\N(C)C.N",
  "homo_ev": -8.82
}

---

Entry 3:
{
  "formula": "C3H11N3",
  "method": "ωB97M-V/def2-TZVPD",
  "species": ["H", "N", "C", "N", "C", "C", "H", "H", "H", "H", "H", "H", "H", "N", "H", "H", "H"],
  "coordinates": [[2.680, 0.698, -0.639], [2.115, 1.056, 0.124], [0.998, 0.473, 0.265], [0.135, 0.938, 1.216], [0.467, -0.692, -0.544], [0.699, -2.007, 0.202], [-0.592, 0.323, 1.536], [0.531, 1.571, 1.892], [-0.599, -0.548, -0.724], [0.984, -0.727, -1.506], [1.759, -2.149, 0.403], [0.168, -2.013, 1.152], [0.345, -2.846, -0.392], [-2.420, 1.207, -0.695], [-1.627, 1.672, -0.267], [-3.261, 1.643, -0.335], [-2.383, 1.401, -1.689]],
  "homo_lumo_gap_ha": 0.3725,
  "smiles": "[H]/N=C(/N)CC.N",
  "homo_ev": -9.14
}

---

Entry 4:
{
  "formula": "C3H11N3",
  "method": "ωB97M-V/def2-TZVPD",
  "species": ["C", "N", "C", "H", "H", "H", "H", "H", "N", "C", "N", "H", "H", "H", "H", "H", "H"],
  "coordinates": [[-0.071, 2.818, -1.392], [-1.318, 2.913, -1.018], [-1.768, 3.844, -0.037], [0.318, 2.030, -2.052], [0.836, 3.276, -1.039], [-1.251, 4.243, 0.805], [-2.602, 3.259, 0.437], [-2.293, 4.721, -0.564], [0.644, -2.676, -0.507], [0.674, -2.691, 0.975], [1.600, -3.556, 1.723], [1.291, -2.365, -1.211], [0.140, -3.225, -1.065], [1.027, -1.703, 1.344], [-0.379, -2.827, 1.297], [1.150, -4.096, 2.349], [2.272, -3.909, 1.045]],
  "homo_lumo_gap_ha": 0.3640,
  "smiles": "C=NC.NCN",
  "homo_ev": -8.88
}

---

Entry 5:
{
  "formula": "C3H11N3",
  "method": "ωB97M-V/def2-TZVPD",
  "species": ["C", "N", "N", "N", "H", "H", "H", "H", "H", "H", "H", "C", "C", "H", "H", "H", "H"],
  "coordinates": [[-0.802, 0.833, -0.781], [-0.060, 1.398, 0.167], [-2.099, 1.229, -1.021], [-0.137, 0.226, -1.823], [-0.282, -0.960, 0.801], [-0.565, 2.046, 0.758], [0.531, 0.605, 0.768], [-2.557, 0.777, -1.797], [0.849, 0.102, -1.645], [-2.686, 1.291, -0.204], [-0.572, -0.613, -2.177], [1.077, -0.740, 1.523], [2.155, -1.324, 0.998], [2.311, -1.373, -0.080], [0.987, -0.739, 2.611], [-1.081, -0.943, 0.318], [2.931, -1.814, 1.584]],
  "homo_lumo_gap_ha": 0.2817,
  "homo_ev": -6.98
}

---

Entry 6:
{
  "formula": "C3H11N3",
  "method": "ωB97M-V/def2-TZVPD",
  "species": ["H", "N", "C", "N", "H", "H", "H", "C", "C", "N", "H", "H", "H", "H", "H", "H", "H"],
  "coordinates": [[-2.430, 1.391, 1.482], [-2.742, 1.085, 0.563], [-2.235, -0.044, 0.296], [-2.282, -0.623, -0.945], [-1.676, -0.645, 1.018], [-2.164, -1.618, -1.018], [-2.891, -0.143, -1.603], [1.570, -1.091, 0.147], [2.035, 0.295, -0.269], [1.322, 1.327, 0.491], [1.617, -1.221, 1.227], [2.222, -1.852, -0.288], [0.547, -1.304, -0.164], [1.912, 0.390, -1.353], [3.094, 0.395, -0.035], [0.369, 1.436, 0.157], [1.732, 2.222, 0.296]],
  "homo_lumo_gap_ha": 0.3804,
  "smiles": "[H]/N=C/N.CCN",
  "homo_ev": -9.36
}

---

Entry 7:
{
  "formula": "C3H11N3",
  "method": "ωB97M-V/def2-TZVPD",
  "species": ["C", "C", "N", "H", "H", "H", "H", "H", "N", "C", "N", "H", "H", "H", "H", "H", "H"],
  "coordinates": [[3.320, -3.539, 1.881], [2.449, -2.603, 2.248], [2.070, -1.413, 1.551], [3.624, -3.598, 0.847], [3.363, -4.453, 2.463], [2.090, -2.527, 3.267], [1.172, -1.514, 1.071], [1.889, -0.706, 2.250], [-1.669, 2.631, -2.835], [-2.579, 2.128, -1.791], [-1.912, 1.924, -0.459], [-2.136, 3.217, -3.509], [-1.205, 1.822, -3.265], [-3.255, 2.958, -1.561], [-3.019, 1.185, -2.205], [-1.521, 2.837, -0.129], [-2.680, 1.652, 0.173]],
  "homo_lumo_gap_ha": 0.3669,
  "smiles": "C=CN.NCN",
  "homo_ev": -9.00
}

---

Entry 8:
{
  "formula": "C3H11N3",
  "method": "ωB97M-V/def2-TZVPD",
  "species": ["C", "C", "C", "N", "N", "N", "H", "H", "H", "H", "H", "H", "H", "H", "H", "H", "H"],
  "coordinates": [[-0.503, -1.742, -0.012], [-1.742, 0.875, -0.175], [1.705, 0.391, 1.129], [0.938, 0.750, -1.124], [-0.644, 0.150, 0.512], [0.589, 0.725, 0.258], [0.429, -1.704, -0.417], [-0.515, -2.317, 1.031], [-1.247, -2.070, -0.721], [-1.765, 1.970, -0.062], [-1.762, 0.721, -1.312], [-2.697, 0.472, 0.237], [2.570, 1.061, 0.897], [1.320, 0.213, 2.186], [2.150, -0.660, 0.835], [0.930, -0.109, -1.553], [0.245, 1.273, -1.710]],
  "homo_lumo_gap_ha": 0.3309,
  "homo_ev": -8.05
}

---

Entry 9:
{
  "formula": "C3H11N3",
  "method": "ωB97M-V/def2-TZVPD",
  "species": ["C", "C", "N", "H", "H", "H", "H", "H", "N", "C", "N", "H", "H", "H", "H", "H", "H"],
  "coordinates": [[2.827, -1.990, -1.095], [2.565, -0.683, -1.065], [1.852, -0.071, -2.112], [2.679, -2.685, -1.908], [3.489, -2.311, -0.280], [2.969, -0.058, -0.274], [1.462, -0.667, -2.823], [1.225, 0.634, -1.748], [-1.991, 0.066, 0.366], [-1.765, 0.616, 1.705], [-2.632, 1.767, 2.019], [-2.928, -0.292, 0.241], [-1.739, 0.828, -0.248], [-1.966, -0.127, 2.491], [-0.708, 0.917, 1.673], [-3.159, 2.063, 1.211], [-3.135, 1.671, 2.880]],
  "homo_lumo_gap_ha": 0.3370,
  "smiles": "C=CN.NCN",
  "homo_ev": -8.24
}

---

Entry 10:
{
  "formula": "C3H11N3O",
  "method": "ωB97M-V/def2-TZVPD",
  "species": ["C", "N", "C", "N", "O", "C", "N", "H", "H", "H", "H", "H", "H", "H", "H", "H", "H", "H"],
  "coordinates": [[-0.079, -1.510, 1.964], [0.694, -0.725, 0.918], [-0.128, 0.013, 0.016], [-1.046, -0.843, -0.670], [-0.788, 1.088, 0.659], [0.919, 0.637, -1.050], [0.256, 1.737, -1.740], [0.635, -1.815, 2.725], [-0.499, -2.390, 1.480], [-0.879, -0.930, 2.437], [1.284, -0.062, 1.408], [-1.649, -1.336, -0.025], [-1.615, -0.304, -1.313], [-0.730, 1.852, 0.058], [1.790, 1.032, -0.525], [1.236, -0.183, -1.701], [-0.347, 1.387, -2.478], [0.944, 2.351, -2.160]],
  "homo_lumo_gap_ha": 0.3635,
  "smiles": "CN[C@@](N)(O)CN",
  "homo_ev": -8.97
}

---

Entry 11:
{
  "formula": "C3H11N3O",
  "method": "ωB97M-V/def2-TZVPD",
  "species": ["C", "N", "C", "N", "C", "N", "O", "H", "H", "H", "H", "H", "H", "H", "H", "H", "H", "H"],
  "coordinates": [[2.037, 0.113, 0.688], [1.212, 0.374, -0.486], [-0.215, 0.658, -0.192], [-0.754, 1.517, -1.208], [-0.813, -0.777, -0.218], [-0.612, -1.443, 1.040], [-2.160, -0.784, -0.662], [3.076, 0.020, 0.378], [1.683, -0.813, 1.137], [1.966, 0.902, 1.448], [1.582, 1.184, -0.977], [-0.368, 1.130, 0.800], [-0.222, 1.493, -2.071], [-1.703, 1.270, -1.468], [0.031, -1.158, -0.976], [-1.110, -0.973, 1.793], [-0.929, -2.404, 0.989], [-2.701, -0.309, -0.014]],
  "homo_lumo_gap_ha": 0.3615,
  "smiles": "CN[C@@H](N)[C@@H](N)O",
  "homo_ev": -8.94
}

---

Entry 12:
{
  "formula": "C3H11N3O",
  "method": "ωB97M-V/def2-TZVPD",
  "species": ["C", "N", "C", "N", "O", "H", "H", "H", "H", "H", "H", "C", "N", "H", "H", "H", "H", "H"],
  "coordinates": [[-1.493, 1.408, 0.301], [-0.563, 0.589, 1.041], [0.794, 0.765, 1.134], [1.319, 1.733, 0.334], [1.414, 0.363, 2.116], [-2.489, 0.968, 0.386], [-1.199, 1.431, -0.751], [-1.490, 2.426, 0.700], [-0.929, 0.055, 1.821], [2.313, 1.865, 0.475], [1.023, 1.755, -0.629], [-0.306, -2.075, -1.276], [1.048, -1.831, -0.672], [-0.209, -2.030, -2.363], [-0.707, -3.049, -0.987], [-1.030, -1.315, -0.978], [1.060, -2.118, 0.306], [1.446, -0.939, -0.957]],
  "homo_lumo_gap_ha": 0.3516,
  "smiles": "CNC(N)=O.CN",
  "homo_ev": -8.87
}